1.
This record from the Open Molecules 2025 dataset describes a cluster of 2 separate species, CH3NO2S in total. The level of theory is wB97M-V/def2-TZVPD.

Each line ends with the Löwdin charge.
Atoms and positions in Å:
C: 0.197 0.168 0.729  -0.78
N: 7.471 0.154 -0.508  -0.35
O: 7.017 -1.008 -0.380  -0.27
O: 7.648 0.810 0.680  -0.38
S: -1.283 -0.231 -0.228  -0.11
H: 0.450 -0.475 1.549  -0.03
H: 0.152 1.147 1.151  -0.03
H: 1.053 -0.101 0.211  -0.05

Cartesian forces, eV/Å:
C -1.111 -0.706 0.683
N -0.147 0.240 4.045
O 0.710 1.588 -0.374
O -0.392 -1.826 -3.664
S -0.495 -0.175 -0.017
H -0.890 -0.737 1.257
H 0.422 0.928 -0.096
H 1.904 0.688 -1.835

Maximum force = 4.113 eV/A
Energy relative to the best compared isomer or geometry (same formula, charge and spin) = 0.748 eV
Charge = -2
E_HOMO = -0.2 eV
LUMO level = 5.99 eV
Spin multiplicity = 1

***

2.
This record from the Open Molecules 2025 dataset describes a structure of composition C18H37ClFLiMgN4O6S2. The level of theory is wB97M-V/def2-TZVPD.

Each line ends with the Löwdin charge.
Atoms and positions in Å:
C: 4.344 0.242 -0.005  -0.13
C: 3.822 1.643 0.297  -0.23
N: 2.449 1.963 -0.109  -0.22
C: 2.136 1.696 -1.533  -0.23
C: 1.526 2.887 -2.265  -0.08
C: 1.462 1.556 0.787  -1.07
S: 1.429 0.193 1.689  0.74
S: 0.222 2.770 0.837  1.00
C: -1.167 2.137 1.800  -0.45
C: -1.933 0.929 1.256  -0.25
C: -2.722 1.177 -0.031  -0.13
C: -1.825 1.066 -1.287  -0.26
C: -2.435 1.878 -2.344  -0.17
N: -2.935 2.485 -3.168  0.16
C: -1.717 -0.380 -1.864  -0.24
C: -0.896 -0.291 -3.077  -0.20
N: -0.008 -0.248 -3.796  0.20
C: -1.055 -1.360 -0.880  -0.16
C: -0.266 -2.487 -1.520  -0.15
C: 0.473 -3.278 -0.420  -0.43
C: -0.320 -4.491 0.065  -0.06
C: 1.888 -3.607 -0.854  -0.10
H: 5.416 0.306 -0.207  0.07
H: 3.866 -0.212 -0.873  0.05
H: 4.223 -0.428 0.843  0.04
H: 4.464 2.407 -0.135  0.12
H: 3.881 1.791 1.374  0.11
H: 3.039 1.417 -2.066  0.12
H: 1.447 0.852 -1.609  0.10
H: 1.561 2.716 -3.337  0.08
H: 2.049 3.798 -1.987  0.08
H: 0.484 3.020 -1.990  0.03
H: -1.830 3.002 1.841  0.08
H: -0.855 1.953 2.825  0.06
H: -1.252 0.099 1.161  0.04
H: -2.635 0.649 2.044  0.11
H: -3.267 2.117 0.002  0.12
H: -3.492 0.409 -0.124  0.12
H: -0.839 1.492 -1.131  0.09
H: -2.728 -0.688 -2.141  0.15
H: -1.809 -1.726 -0.184  0.13
H: -0.356 -0.778 -0.283  0.06
H: -0.943 -3.178 -2.021  0.13
H: 0.478 -2.083 -2.196  0.10
H: 0.557 -2.598 0.431  0.10
H: -0.028 -4.780 1.070  0.07
H: -0.170 -5.334 -0.610  0.08
H: -1.381 -4.255 0.031  0.08
H: 2.448 -2.673 -0.914  0.06
H: 2.371 -4.217 -0.087  0.07
H: 1.906 -4.079 -1.837  0.09
C: -0.760 -0.202 5.145  -0.15
O: -1.726 0.842 5.406  -0.17
H: 0.149 0.232 4.738  0.08
H: -0.697 -0.569 6.193  -0.11
H: -1.133 -0.985 4.476  0.10
H: -2.426 0.321 5.818  -0.02
Mg: -1.889 0.107 7.737  0.71
Cl: 0.000 -0.502 8.117  0.10
F: 0.007 -1.348 -6.005  -0.83
Li: -5.028 2.129 -4.122  0.80
N: -7.989 3.715 -3.661  -0.65
O: -6.835 3.708 -4.203  -0.18
O: -8.885 4.378 -4.169  -0.01
O: -8.163 3.044 -2.629  -0.07
O: 2.993 1.678 4.538  -0.44
H: 2.793 1.781 3.596  -0.20
O: 4.944 -3.398 -0.535  0.33
H: 5.445 -2.561 -0.653  0.20
H: 5.353 -3.987 0.130  0.20
H: 4.773 -3.857 -1.384  0.20

Cartesian forces, eV/Å:
C 0.516 -0.424 -0.152
C -0.252 0.171 0.387
N 0.437 -0.620 0.113
C -0.609 0.562 -0.254
C -0.032 -0.138 0.249
C -0.506 0.003 0.070
S 0.288 -0.114 0.158
S -0.068 0.428 -0.159
C -0.125 -0.242 -0.010
C -0.242 0.543 0.337
C 0.484 -0.666 0.095
C -0.921 0.062 -0.457
C 0.581 -0.427 0.649
N -1.215 0.304 -0.960
C -0.042 0.311 -0.337
C -0.233 -0.181 0.868
N 0.823 0.592 -0.461
C 0.021 0.454 -0.145
C -0.017 -0.626 0.884
C -0.428 0.376 0.231
C 0.186 0.143 -0.512
C 0.170 0.161 0.234
H 0.116 0.037 -0.099
H -0.119 0.043 -0.130
H -0.258 0.021 0.137
H 0.049 -0.040 -0.284
H -0.021 0.107 0.095
H 0.251 -0.068 0.236
H 0.100 -0.230 -0.038
H 0.048 0.048 -0.121
H 0.129 0.115 -0.165
H -0.136 0.093 0.010
H -0.038 0.126 -0.042
H 0.273 -0.073 0.020
H 0.072 -0.167 -0.060
H -0.114 -0.006 0.049
H 0.187 0.236 0.023
H -0.078 -0.069 -0.021
H 0.198 -0.129 0.179
H -0.049 -0.190 0.108
H -0.077 -0.178 0.027
H 0.209 0.032 0.020
H 0.130 0.082 -0.539
H -0.219 0.043 -0.410
H 0.149 0.032 0.140
H -0.051 -0.126 0.112
H 0.002 -0.140 -0.012
H -0.140 -0.051 0.266
H 0.033 0.160 -0.133
H 0.066 -0.295 -0.098
H 0.018 -0.255 -0.003
C -0.068 -0.726 0.813
O -0.716 0.538 0.374
H 0.197 0.099 0.368
H 1.639 -0.944 -2.162
H -0.189 0.316 -0.069
H -1.327 0.279 -1.272
Mg -1.849 1.433 -0.147
Cl 2.624 -0.861 1.970
F -0.092 -0.290 -0.126
Li -0.492 1.164 0.215
N -0.096 -0.296 0.301
O 1.057 -0.599 -0.348
O 0.103 0.015 0.036
O 0.061 -0.043 -0.063
O -0.264 -0.193 -0.143
H -0.015 0.034 0.141
O 0.244 0.076 -0.029
H -0.152 0.090 0.034
H -0.018 0.019 0.020
H -0.192 0.063 -0.010

Maximum force = 3.392 eV/A
E_HOMO = -5.5 eV
LUMO level = -4.44 eV
Spin multiplicity = 1

***

3.
This record from the Open Molecules 2025 dataset describes the ion C8H11N2 with charge +1. The level of theory is wB97M-V/def2-TZVPD.

Each line ends with the Löwdin charge.
Atoms and positions in Å:
C: 0.075 -0.318 -0.019  0.12
C: -0.828 0.685 0.089  -0.23
C: -0.907 -0.549 -2.516  0.04
C: 1.391 -0.418 0.484  -0.15
C: -1.075 1.233 1.498  -0.08
C: 0.833 -0.215 1.936  -0.14
C: 0.285 1.179 2.141  -0.17
C: -0.274 -1.430 -3.440  0.01
N: -1.774 0.899 -0.858  0.10
N: -1.455 0.282 -1.901  0.08
H: 1.912 -1.397 0.525  0.13
H: 2.200 0.326 0.099  0.17
H: -1.473 2.246 1.413  0.14
H: -1.680 0.586 2.043  0.11
H: 0.162 -1.105 2.337  0.19
H: 1.754 -0.257 2.423  0.12
H: 0.916 1.804 1.541  0.12
H: 0.388 1.642 3.099  0.13
H: -0.356 -1.012 -4.358  0.07
H: -0.743 -2.420 -3.558  0.12
H: 0.649 -1.763 -2.979  0.11

Cartesian forces, eV/Å:
C 0.951 -0.490 1.036
C -2.556 0.122 -0.600
C -1.747 1.021 0.981
C 2.416 -0.374 -2.330
C 1.470 1.159 -0.925
C -1.995 -0.642 1.692
C 0.045 0.103 -1.120
C -0.456 -2.537 2.291
N -0.268 2.114 2.608
N 2.132 -2.843 -2.506
H -0.765 0.283 -0.366
H -1.617 -0.722 1.175
H -0.225 -0.256 0.024
H -1.723 -0.976 0.629
H 1.349 1.868 -1.042
H 1.579 -0.480 1.113
H 0.657 0.570 -0.454
H -0.347 -0.400 1.001
H 0.934 1.386 -3.058
H -0.672 0.440 0.445
H 0.839 0.655 -0.595

Maximum force = 4.349 eV/A
Energy relative to the best compared isomer or geometry (same formula, charge and spin) = 6.591 eV
Charge = +1
E_HOMO (spin up / spin down) = -13.0 / -13.0 eV
LUMO level (spin up / spin down) = -5.47 / -5.47 eV
Spin multiplicity = 1

***

4.
This record from the Open Molecules 2025 dataset describes a structure of composition C40H39N5O4S2V. The level of theory is wB97M-V/def2-TZVPD.

Each line ends with the Löwdin spin population.
Atoms and positions in Å:
V: 0.973 -0.569 0.715  1.91
C: -0.463 -4.774 2.030  0.00
O: -0.718 -4.283 3.352  0.00
C: -1.094 -2.986 3.515  0.00
C: -2.057 -2.813 4.484  0.01
C: -2.464 -1.546 4.915  0.01
C: -1.859 -0.450 4.362  0.01
C: -0.889 -0.583 3.363  0.01
C: -0.079 0.593 3.075  0.04
N: 0.844 0.652 2.201  -0.02
N: 1.870 1.605 2.398  0.01
C: 3.003 0.970 2.551  0.00
O: 3.166 -0.285 2.531  0.00
C: 4.185 1.874 2.837  0.00
C: 5.443 1.309 3.007  0.00
C: 6.539 2.101 3.349  0.00
C: 6.382 3.472 3.525  0.00
C: 5.129 4.043 3.337  0.00
C: 4.039 3.250 2.990  0.00
C: -0.498 -1.860 2.851  0.01
O: 0.404 -1.971 1.908  0.03
H: -0.303 -5.850 2.134  0.00
H: -1.322 -4.605 1.381  0.00
H: 0.397 -4.317 1.581  0.00
H: -2.473 -3.710 4.928  0.00
H: -3.216 -1.442 5.689  0.00
H: -2.106 0.548 4.715  0.00
H: -0.135 1.420 3.777  0.00
H: 5.533 0.237 2.873  0.00
H: 7.517 1.651 3.482  0.00
H: 7.227 4.089 3.811  0.00
H: 5.005 5.114 3.464  0.00
H: 3.053 3.680 2.830  0.00
C: -2.996 0.364 0.970  0.04
C: -1.622 0.600 0.396  0.30
N: -0.847 -0.504 -0.033  0.13
N: -1.665 -1.577 -0.423  -0.02
C: -1.190 -2.679 -0.913  0.05
S: 0.411 -3.290 -1.079  0.02
S: -2.511 -3.712 -1.651  0.00
C: -3.059 -2.591 -2.974  0.00
C: -4.304 -1.793 -2.694  0.00
C: -4.239 -0.431 -2.446  0.00
C: -5.394 0.310 -2.191  0.00
C: -6.630 -0.310 -2.169  0.00
C: -6.705 -1.677 -2.405  0.00
C: -5.551 -2.407 -2.667  0.00
C: -1.177 1.926 0.176  0.02
C: -2.069 3.024 0.331  0.11
C: -1.751 4.313 -0.092  0.00
C: -0.495 4.564 -0.645  0.12
C: 0.442 3.522 -0.732  0.03
C: 0.164 2.208 -0.312  0.05
O: 1.085 1.278 -0.416  0.07
H: -3.116 -0.686 1.213  0.00
H: -3.799 0.637 0.275  0.01
H: -3.129 0.955 1.889  0.01
H: -3.200 -3.253 -3.832  0.00
H: -2.200 -1.943 -3.147  0.00
H: -3.266 0.057 -2.425  0.00
H: -5.316 1.373 -1.986  0.00
H: -7.527 0.262 -1.959  0.00
H: -7.669 -2.176 -2.380  0.00
H: -5.608 -3.480 -2.841  0.00
H: -3.051 2.844 0.761  0.01
H: -2.481 5.111 -0.003  0.00
H: -0.235 5.561 -0.991  0.01
H: 1.447 3.722 -1.102  0.00
C: -0.222 0.175 -4.676  0.00
N: 0.989 0.325 -3.840  0.00
C: 1.155 1.739 -3.345  0.00
C: 0.973 -0.685 -2.693  0.00
C: 2.356 -0.855 -2.104  0.00
C: 3.412 -1.024 -3.003  0.00
C: 4.721 -1.168 -2.562  0.01
C: 4.945 -1.189 -1.195  0.00
C: 3.876 -1.080 -0.299  0.00
C: 2.531 -0.894 -0.697  -0.02
H: -0.159 0.830 -5.543  0.00
H: -1.085 0.449 -4.074  0.00
H: -0.323 -0.861 -4.991  0.00
H: 1.809 0.096 -4.381  0.00
H: 0.192 2.109 -3.002  0.00
H: 1.538 2.369 -4.151  0.00
H: 1.809 1.731 -2.481  0.00
H: 0.605 -1.633 -3.083  0.00
H: 0.287 -0.314 -1.937  0.00
H: 3.226 -1.078 -4.080  0.00
H: 5.537 -1.283 -3.268  0.00
H: 5.955 -1.309 -0.815  0.00
H: 4.091 -1.138 0.757  0.00

Cartesian forces, eV/Å:
V 0.819 -0.889 -2.280
C -0.257 -0.144 0.222
O 0.412 -0.493 -0.394
C -0.045 0.267 -0.101
C -0.177 0.304 0.124
C -0.113 -0.262 0.073
C -0.028 0.253 0.016
C 0.062 0.000 -0.346
C 0.064 -0.049 0.500
N 0.759 0.922 1.290
N -0.964 0.533 0.044
C 0.053 -0.647 0.031
O 0.205 0.431 -0.242
C -0.060 -0.119 0.066
C 0.202 0.052 0.051
C -0.187 -0.029 -0.067
C -0.033 -0.163 -0.015
C -0.127 -0.087 -0.066
C -0.009 0.276 -0.012
C 0.409 0.283 -0.166
O -0.823 -0.823 1.431
H -0.046 0.075 0.071
H -0.100 0.083 -0.054
H 0.341 0.282 -0.181
H 0.006 -0.015 -0.024
H 0.015 -0.013 -0.034
H 0.038 -0.027 -0.034
H 0.004 0.065 0.188
H -0.011 0.057 0.034
H -0.027 -0.030 0.001
H 0.008 -0.003 -0.032
H -0.048 -0.025 -0.016
H 0.149 -0.071 0.058
C 0.217 0.016 -0.002
C -0.024 -0.601 -0.685
N -1.390 -0.180 -0.037
N 0.067 0.254 -0.045
C 0.012 0.565 0.296
S -0.156 0.096 0.212
S 0.107 0.017 0.315
C -0.029 -0.206 0.114
C 0.200 -0.042 -0.020
C -0.010 0.421 0.041
C 0.344 0.040 -0.007
C -0.051 -0.037 -0.004
C 0.093 -0.202 -0.062
C -0.298 -0.115 -0.026
C 0.070 -0.064 -0.124
C 0.086 0.121 0.012
C 0.213 -0.192 0.017
C 0.002 -0.242 0.026
C -0.141 0.097 0.052
C 0.268 -0.102 -0.129
O -0.611 0.306 0.242
H -0.022 -0.086 0.030
H 0.014 0.019 0.017
H -0.011 -0.053 -0.146
H -0.090 0.219 -0.132
H -0.086 0.088 -0.170
H -0.133 -0.051 0.078
H 0.040 -0.088 -0.014
H 0.028 -0.034 -0.006
H 0.046 -0.020 -0.008
H -0.044 0.121 0.047
H 0.101 0.004 -0.119
H 0.008 -0.018 0.044
H 0.008 -0.052 0.048
H -0.074 -0.030 0.082
C 0.036 0.048 -0.019
N -0.419 0.252 0.521
C -0.107 -0.194 -0.140
C 0.258 0.049 0.240
C 0.095 0.091 0.064
C -0.079 0.046 0.090
C -0.029 -0.011 0.014
C -0.216 -0.032 0.150
C -0.172 -0.091 -0.375
C 1.163 0.046 -0.601
H 0.019 0.051 0.014
H 0.001 -0.013 0.053
H 0.068 0.004 0.014
H 0.304 -0.072 -0.241
H -0.053 -0.069 -0.001
H -0.055 -0.136 -0.023
H 0.163 -0.113 0.111
H -0.034 0.023 -0.170
H -0.177 0.105 0.017
H 0.037 -0.033 0.042
H -0.024 0.000 0.001
H -0.025 0.012 0.012
H 0.006 0.075 0.159

Maximum force = 2.581 eV/A
Energy relative to the best compared isomer or geometry (same formula, charge and spin) = 2.980 eV
Charge = -2
E_HOMO (spin up / spin down) = 0.4 / -1.3 eV
LUMO level (spin up / spin down) = 3.86 / 3.85 eV
Spin multiplicity = 4

***

5.
This record from the Open Molecules 2025 dataset describes the molecule C7H15N. The level of theory is wB97M-V/def2-TZVPD.

Each line ends with the Löwdin charge.
Atoms and positions in Å:
C: -0.708 2.690 0.852  0.00
C: 0.717 -1.849 0.308  -0.07
C: -1.632 -1.065 0.093  -0.10
C: 0.100 0.520 -1.678  -0.05
C: 1.604 1.134 0.201  -0.09
C: -0.260 -0.654 0.521  -0.37
C: 0.262 0.688 -0.194  -0.58
N: -0.855 1.566 0.193  0.00
H: -1.523 3.338 1.095  0.05
H: 0.265 2.998 1.344  0.08
H: 0.428 -2.269 -0.691  0.08
H: 0.488 -2.614 0.957  0.03
H: 1.867 -1.652 0.428  0.11
H: -1.620 -2.159 0.071  0.07
H: -2.498 -0.737 0.855  0.13
H: -1.987 -0.736 -0.879  0.07
H: 0.912 1.035 -2.201  0.08
H: -0.813 1.190 -1.851  0.11
H: -0.027 -0.498 -2.129  0.10
H: 2.096 0.830 1.187  0.11
H: 2.286 0.509 -0.475  0.10
H: 1.882 2.160 0.057  0.07
H: -0.247 -0.511 1.518  0.09

Cartesian forces, eV/Å:
C 1.848 -3.113 -0.533
C 1.328 1.732 -2.451
C -2.790 -0.186 1.559
C -1.148 1.535 -1.758
C 4.043 -2.409 0.347
C 2.530 -0.141 -2.975
C -2.724 -1.492 2.090
N -0.262 3.960 1.388
H -0.785 0.004 -0.146
H -0.762 -0.284 -0.822
H 1.022 0.277 0.500
H -0.599 -1.689 1.798
H -2.242 -0.117 -0.493
H -0.457 0.007 0.037
H 2.037 -0.669 -1.605
H 0.311 0.181 -0.081
H 0.015 -0.220 -0.044
H 1.008 -1.428 -0.613
H 0.095 0.864 0.765
H -1.529 0.417 -0.671
H -0.560 1.122 0.631
H -0.295 0.609 -0.380
H -0.085 1.041 3.456

SMILES string = C=NC(C)(C)C(C)C
Maximum force = 4.719 eV/A
Energy relative to the best compared isomer or geometry (same formula, charge and spin) = 2.360 eV
E_HOMO = -9.4 eV
LUMO level = 0.95 eV
Spin multiplicity = 1

***

> Among the records above, which one has the highest spin multiplicity?

C40H39N5O4S2V

***

> Among the records above, which one has the highest maximum force?

C7H15N

***

> Look up the spin multiplicity of the fifth one.

1